# C4H6N

A cluster of 2 separate species, C4H6N in total at a distorted geometry (ωB97M-V/def2-TZVPD, the OMol25 dataset).

Element x y z (Å)
C  -0.17  1.58  -0.01
H  -1.01  -1.55  0.45
H  -0.04  2.62  -0.10
H  -2.31  -0.74  0.72
C  -1.54  -0.73  0.05
H  4.25  -0.40  -0.02
H  0.84  0.99  -0.03
N  2.11  0.15  -0.07
C  -0.85  0.47  0.09
C  3.22  -0.17  -0.08
H  -2.17  -0.86  -0.95

The value obtained for the HOMO energy (alpha / beta) is -12.46 / -16.88 eV. The value obtained for the LUMO energy (alpha / beta) is -0.1544 / -0.3188 Eh. As for the molar mass: 68.10 g/mol. The orbital gap (alpha / beta) comes out at 8.3 / 8.2 eV. The max |F| is 4.000 eV/A. Its spin multiplicity is 3. The total charge is +1. Its total energy is -210.22054 hartree. As for the expectation value of S²: 2.0048.

=====

# C21H43N2P3SSeV

A structure of composition C21H43N2P3SSeV at a distorted geometry (ωB97M-V/def2-TZVPD, the OMol25 dataset).

Element x y z (Å)
C  -4.65  1.02  -2.98
C  3.40  -1.57  1.95
C  -0.25  -1.97  0.43
H  3.98  -1.31  -1.54
C  1.48  3.34  1.36
H  0.62  0.44  4.45
H  -0.60  -2.33  1.39
H  1.18  1.28  -3.08
H  1.32  -1.54  3.94
H  4.61  -2.11  0.26
H  -2.09  -0.34  3.88
P  1.62  -0.68  -1.66
H  -0.57  1.75  4.38
H  -1.15  -1.08  -1.36
S  3.00  -0.02  1.58
C  -4.50  -0.17  -2.26
H  3.82  0.41  -1.92
H  1.70  -2.49  -3.30
H  0.24  -2.61  -2.28
H  2.76  3.76  -1.06
H  2.70  2.25  -2.00
C  -6.47  -1.08  -3.35
H  1.03  1.94  3.61
C  -5.41  -1.21  -2.45
H  0.26  4.15  -1.12
H  1.68  4.35  0.97
C  -5.71  1.16  -3.88
V  0.83  -0.10  0.43
H  3.62  2.31  -0.48
H  3.71  -4.14  3.85
H  2.81  -0.74  4.62
C  4.38  -3.48  1.86
H  -5.29  -2.13  -1.89
C  3.41  -0.58  -2.13
C  0.22  1.24  3.83
H  -3.68  -0.29  -1.56
H  3.55  -0.80  -3.19
C  2.72  2.66  -0.99
C  -1.51  -0.80  3.07
H  1.21  -0.20  -4.05
C  3.72  -3.39  3.06
H  4.99  -4.31  1.51
H  -2.19  -1.24  2.35
C  -0.04  3.11  -0.98
P  1.22  2.13  -0.02
H  0.21  -2.78  -0.14
H  -7.18  -1.89  -3.49
C  0.89  0.23  -3.10
H  -2.37  1.40  1.04
C  1.31  -2.40  -2.28
Se  -3.44  2.50  -2.78
H  -1.00  3.08  -0.45
C  2.36  -1.69  4.25
H  -0.87  -1.58  3.48
H  0.60  3.40  2.01
H  -5.84  2.08  -4.44
H  -1.96  -0.62  0.17
N  4.19  -2.34  1.18
C  -1.03  -0.97  -0.29
H  2.33  3.02  1.97
H  -1.38  2.71  1.70
P  -0.46  0.50  2.27
H  -7.44  0.23  -4.77
H  2.37  -2.42  5.09
H  -0.19  2.64  -1.95
H  -2.60  1.83  -1.78
C  -6.62  0.11  -4.06
H  1.82  -3.13  -1.64
N  3.12  -2.19  3.12
H  -2.49  1.82  2.78
H  -0.20  0.18  -3.02
C  -1.81  1.73  1.92

The value obtained for the HOMO energy (alpha / beta) is -18.10 / -18.16 eV. The value obtained for the LUMO energy (alpha / beta) is -0.5949 / -0.5849 Eh. As for the molar mass: 578.48 g/mol. The orbital gap (alpha / beta) comes out at 1.9 / 2.2 eV. The max |F| is 5.364 eV/A. Its spin multiplicity is 2. The total charge is +4. Its total energy is -5701.53018 hartree. As for the expectation value of S²: 0.8798.

=====

# C2H2Br2FNO

A structure of composition C2H2Br2FNO at a distorted geometry (ωB97M-V/def2-TZVPD, the OMol25 dataset).

Element x y z (Å)
O  0.35  1.62  -1.31
Br  -2.67  0.98  0.09
C  -1.22  -0.24  0.44
H  1.33  -0.81  0.47
F  -0.96  -0.34  1.76
C  0.60  0.71  -0.62
Br  -1.48  -2.00  -0.31
N  1.54  -0.03  -0.13
H  2.52  0.11  -0.38

The value obtained for the HOMO energy (alpha / beta) is -8.53 / -8.53 eV. The value obtained for the LUMO energy (alpha / beta) is 0.0043 / 0.0044 Eh. As for the molar mass: 234.85 g/mol. The orbital gap (alpha / beta) comes out at 8.7 / 8.7 eV. The max |F| is 4.197 eV/A. Its spin multiplicity is 1. Its total energy is -5455.23216 hartree.

=====

# C6H10

The ion C6H10 with charge -1 at a distorted geometry (ωB97M-V/def2-TZVPD, the OMol25 dataset).

Element x y z (Å)
H  -0.26  -0.62  2.87
H  0.60  0.90  3.37
C  0.84  0.66  1.24
C  -1.48  -0.27  -2.91
H  -1.12  0.85  -0.35
H  0.17  1.65  1.13
H  1.40  -1.01  -0.36
C  0.63  0.04  2.60
C  -0.37  0.08  -0.73
C  0.64  -0.23  0.03
H  1.89  0.99  1.17
H  -2.29  0.47  -2.89
C  -0.60  -0.66  -1.99
H  -1.62  -0.73  -3.90
H  1.51  -0.65  2.76
H  0.06  -1.47  -2.05

The value obtained for the HOMO energy (alpha / beta) is 1.10 / -3.23 eV. The value obtained for the LUMO energy (alpha / beta) is 0.1721 / 0.1564 Eh. As for the molar mass: 82.15 g/mol. The orbital gap (alpha / beta) comes out at 3.6 / 7.5 eV. The max |F| is 6.041 eV/A. Its spin multiplicity is 2. The total charge is -1. Its total energy is -234.48749 hartree. As for the expectation value of S²: 0.7621.

=====

# C55H43Br2F4N8O3PPbSSb

A structure of composition C55H43Br2F4N8O3PPbSSb at a distorted geometry (ωB97M-V/def2-TZVPD, the OMol25 dataset).

Element x y z (Å)
H  -10.84  -8.04  18.81
C  -14.23  -7.26  20.68
N  -14.13  -6.98  15.35
C  -14.71  -8.08  15.90
H  -17.75  -3.56  16.89
H  -10.41  -3.22  14.14
H  -11.43  -6.85  9.40
C  -11.29  -3.07  14.76
C  -15.77  -5.06  21.62
C  -18.02  -3.20  12.89
H  -12.39  -9.06  18.09
N  -14.11  -5.58  11.94
N  -15.81  -2.70  12.40
H  -15.06  -1.94  17.64
Pb  -15.54  -4.78  14.34
C  -13.36  -3.22  21.06
H  -9.88  -4.34  19.94
C  -13.61  -2.91  16.33
H  -21.23  -8.91  18.43
C  -12.29  -7.28  16.80
C  -18.43  -2.76  15.18
C  -13.05  -7.83  21.18
H  -10.15  -2.08  21.10
H  -18.32  -0.78  11.41
H  -15.80  -7.55  12.72
C  -10.82  -4.02  20.42
N  -10.40  -7.34  18.22
H  -19.12  -2.54  17.12
C  -12.85  -8.45  17.34
C  -15.60  -5.38  22.95
H  -12.45  -1.42  21.59
C  -18.14  -4.35  10.63
Sb  -12.73  -2.67  12.09
C  -19.94  -8.91  16.73
H  -17.27  -3.73  10.25
H  -14.36  -2.84  21.26
H  -14.91  -8.68  11.69
C  -17.31  -1.09  11.51
C  -12.20  -5.14  10.59
F  -19.03  -3.49  21.99
C  -17.66  -4.56  23.65
C  -18.87  -6.82  17.89
H  -17.99  -5.31  10.25
H  -21.25  -1.89  12.08
H  -11.45  -4.42  10.20
H  -16.14  -7.61  11.01
C  -12.23  -6.48  10.09
C  -12.99  -6.58  15.84
H  -16.06  -10.13  20.37
C  -14.05  -8.91  16.83
H  -15.63  -2.71  16.24
N  -13.68  -2.94  14.99
C  -12.58  -3.04  14.21
C  -14.78  -1.99  11.97
C  -19.43  -2.56  12.92
H  -18.67  -8.62  15.00
H  -12.54  -5.70  15.35
O  -16.65  -5.47  16.54
C  -15.22  -9.52  20.60
C  -18.32  -7.23  16.68
C  -20.36  -8.49  17.96
N  -19.91  -7.38  18.55
H  -12.08  -9.45  22.01
C  -10.97  -6.77  17.15
C  -14.05  -10.08  21.10
H  -18.35  -6.00  18.38
F  -16.13  -5.66  25.16
H  -12.26  -3.10  18.01
F  -18.58  -4.30  24.54
H  -10.37  -3.38  16.73
Br  -20.91  -10.33  15.91
C  -17.99  -4.54  12.18
C  -12.37  -3.01  16.92
C  -14.17  -6.76  11.38
H  -9.46  -7.03  18.52
C  -11.26  -3.23  16.12
C  -11.94  -4.86  20.30
C  -15.31  -8.16  20.41
H  -15.15  -3.66  17.66
C  -14.91  -2.83  17.03
C  -13.01  -9.18  21.47
N  -17.65  -3.38  14.33
C  -16.98  -4.44  21.34
H  -14.19  -0.29  10.82
H  -18.87  -5.12  12.58
C  -16.24  -0.34  11.05
H  -15.73  -8.29  15.54
P  -14.64  -5.59  20.18
C  -19.30  -3.67  9.98
Br  -17.44  -3.77  19.69
H  -16.35  0.50  10.35
C  -12.26  -2.38  21.18
H  -19.44  -3.92  8.92
C  -18.90  -8.30  16.01
C  -17.27  -6.39  15.95
C  -17.06  -2.25  12.26
H  -13.42  -8.29  10.02
C  -20.21  -2.87  10.57
N  -18.31  -2.78  16.55
C  -13.27  -7.30  10.50
F  -14.44  -6.05  23.32
H  -21.06  -2.61  9.91
C  -17.95  -4.13  22.33
C  -13.24  -4.52  20.68
C  -15.31  -7.67  11.75
H  -11.73  -5.86  19.85
O  -10.49  -5.88  16.50
C  -10.93  -2.76  20.85
H  -12.25  -7.11  21.53
H  -17.03  -4.97  12.31
H  -14.59  -9.70  17.33
C  -15.03  -0.85  11.28
C  -16.45  -5.17  23.96
S  -19.89  -1.97  14.49
C  -20.33  -2.42  11.93
O  -17.11  -6.65  14.71
C  -13.06  -4.78  11.61
H  -16.25  -7.79  20.06
H  -13.89  -11.12  21.28

The value obtained for the HOMO energy is -10.22 eV. The value obtained for the LUMO energy is -0.0834 Eh. As for the molar mass: 1491.80 g/mol. The orbital gap comes out at 8.0 eV. The max |F| is 4.759 eV/A. Its spin multiplicity is 1. The total charge is +1. Its total energy is -9505.35487 hartree.

=====

# C6H7N

The molecule C6H7N at a distorted geometry (ωB97M-V/def2-TZVPD, the OMol25 dataset).

Element x y z (Å)
C  -0.62  0.85  -0.41
C  1.32  -0.40  0.03
C  0.18  -1.26  0.30
H  2.36  -0.69  0.03
H  -0.27  1.71  1.63
C  -0.70  -0.59  -0.77
H  -1.44  0.27  1.27
H  -1.55  -1.11  -1.24
H  1.17  1.00  -1.80
N  0.54  -0.24  1.28
H  0.16  -2.31  0.59
C  -0.49  0.79  1.09
H  -1.27  1.56  -0.93
C  0.61  0.40  -1.07

The value obtained for the HOMO energy is -8.54 eV. The value obtained for the LUMO energy is 0.0425 Eh. As for the molar mass: 93.13 g/mol. The orbital gap comes out at 9.7 eV. The max |F| is 1.679 eV/A. Its SMILES is C1[C@H]2[C@@H]3[C@H]2[C@H]2[C@@H]3N12. Its spin multiplicity is 1. Its total energy is -287.43628 hartree.